Density functional theory data (ωB97M-V/def2-TZVPD) for a molecular structure, C18H48N3O15P3 at a distorted geometry.

Output
Molecular weight ... 639.5 u
Maximum force ... 0.1088 hartree/bohr
Net charge ... 0
Calculated total energy ... -3031.46928 hartree
Kohn-Sham gap ... 0.3140 Eh
Energy relative to the best compared isomer or geometry (same formula, charge and spin) ... 209.4 kcal/mol

Element x y z (Å)
P1 6.76227 -0.68264 0.35777
P2 -2.23983 3.88908 -1.28722
P3 -4.25387 -1.19738 -1.87752
O1 6.98421 0.73468 -0.29814
O2 -1.48422 2.45337 -1.59260
O3 -1.52866 4.71282 -0.30001
O4 -4.46582 -0.06351 -0.75773
O5 -5.35998 -0.82445 -2.93483
O6 0.13774 -3.51982 1.50509
O7 7.51306 -0.70534 1.84656
O8 0.17010 0.71602 0.65340
O9 5.21603 -0.74153 0.84392
O10 -4.96205 -2.48954 -1.16524
O11 7.25271 -1.83140 -0.52876
O12 -3.72906 3.55396 -0.88259
O13 0.13876 3.06941 3.47359
O14 -2.31114 4.58856 -2.76036
O15 -2.82925 -1.48507 -2.38595
N1 -0.90056 1.58929 2.21380
N2 1.80321 -4.72941 0.57893
N3 -0.43296 -1.43393 0.22484
C1 8.37852 1.11902 -0.58707
C2 -6.79118 -0.56190 -2.66790
C3 -0.19152 2.05419 -1.10842
C4 0.70034 -4.00677 0.51963
C5 7.50263 0.36813 2.83879
C6 -5.11560 -3.72379 -1.84169
C7 1.88989 -0.90755 0.60856
C8 -2.01111 2.50695 1.97754
C9 -3.74176 1.09659 -0.74441
C10 2.52594 -5.01278 1.86698
C11 4.36088 0.39976 0.81093
C12 -0.01971 -3.93357 -0.81221
C13 0.12728 1.99094 2.97714
C14 -4.16948 3.44735 0.50329
C15 1.30280 1.06401 2.97187
C16 -2.98323 3.92387 -3.77579
C17 -1.75690 -1.17083 -0.20024
C18 0.45269 -0.46254 0.48173
H1 -2.49025 -1.53476 0.51938
H2 4.51060 0.81465 -0.18584
H3 -0.65669 0.82720 1.59748
H4 8.31069 1.43429 -1.62827
H5 9.14405 0.35100 -0.47657
H6 7.39068 -0.24637 3.73208
H7 -4.89049 4.24105 0.69900
H8 4.49716 1.24670 1.48342
H9 2.88982 -4.09786 2.33455
H10 3.40075 -5.60212 1.59223
H11 6.64725 1.03508 2.73112
H12 -5.22070 -4.50000 -1.08370
H13 3.34354 0.01359 0.74769
H14 -4.33096 -3.94879 -2.56406
H15 8.46522 0.85578 2.99279
H16 -2.60343 2.91065 -3.90705
H17 -3.38118 3.49298 1.25470
H18 -2.74331 0.88213 -1.12549
H19 -3.56214 1.60129 0.20486
H20 -4.00634 3.70792 -3.46800
H21 0.49174 1.75445 -1.90302
H22 -2.01316 -0.13153 -0.40579
H23 -4.73321 2.54395 0.73604
H24 2.44143 -0.21750 1.24710
H25 -2.14953 2.60989 0.90127
H26 -7.07853 0.07432 -1.83078
H27 0.13190 2.88909 -0.48677
H28 -1.93892 3.52605 2.35743
H29 -7.19481 -0.07815 -3.55737
H30 -0.99294 -3.51566 -0.55478
H31 -6.02345 -3.77471 -2.44277
H32 1.71824 0.87312 3.96135
H33 -0.11265 -2.37887 0.38158
H34 -0.08132 -4.85987 -1.38341
H35 1.08371 0.07215 2.57651
H36 -2.93651 2.05362 2.33284
H37 -4.19568 1.96427 -1.22313
H38 1.79733 -5.40149 2.57841
H39 -7.25843 -1.52367 -2.45628
H40 2.06388 1.49989 2.32466
H41 -0.44424 1.18407 -0.50249
H42 2.07611 -1.92436 0.95429
H43 8.62328 1.96105 0.06036
H44 -2.03975 -1.76945 -1.06612
H45 -2.88993 4.36843 -4.76662
H46 2.20333 -5.16943 -0.23740
H47 2.45065 -0.75649 -0.31384
H48 0.34645 -3.15147 -1.47730